Entry 1:
CH29N3O12 | ωB97M-V/def2-TZVPD

XYZ file:
```
45
Properties=species:S:1:pos:R:3:mulliken_charge:R:1
N 0.48579 -0.19411 1.08367 0.119
C 0.63882 0.99987 0.38301 -0.014
N 1.55166 1.84673 0.95957 -0.310
N -0.04695 1.36574 -0.63018 -0.500
H -0.43620 -0.56301 1.23041 0.167
H 1.21644 -0.52617 1.71036 0.072
H 2.00881 2.50493 0.34488 0.266
H 2.22853 1.46351 1.61273 0.350
H -0.54429 0.65528 -1.14446 0.194
H 2.35850 -2.78160 3.04567 0.288
H 1.49374 -2.77873 1.74839 0.238
O 1.88490 -2.22907 2.43089 -0.729
H 1.88180 -2.63366 -0.86439 0.399
H 3.17780 -3.23606 -1.23471 0.303
O 2.78738 -2.73399 -0.50983 -0.651
H -0.00898 -1.32545 -0.63007 0.248
H -0.51075 -2.03544 -1.86186 0.333
O 0.00623 -2.21216 -1.05421 -0.778
H -2.70890 4.05177 -0.32328 0.348
H -1.71685 3.29852 -1.40761 0.338
O -2.61082 3.55707 -1.14565 -0.710
H -2.97402 2.48169 0.23075 0.430
H -2.25261 2.26644 1.52258 0.345
O -3.03204 1.93364 1.07068 -0.710
H 2.88231 -0.83841 2.05281 0.322
H 3.54393 -0.14893 0.82278 0.434
O 3.63133 -0.26271 1.79601 -0.706
H 0.76082 -0.87305 -3.44918 0.289
H -0.66857 -0.67451 -4.10023 0.267
O -0.14386 -0.63028 -3.28440 -0.554
H -2.75196 0.57625 0.38935 0.397
H -2.46372 -0.94974 0.57648 0.208
O -2.26007 -0.23161 -0.03388 -0.554
H -3.16089 -1.75413 -1.50329 0.297
H -3.41797 -0.47842 -2.19003 0.309
O -3.87980 -1.29336 -1.93503 -0.621
H -1.65230 -3.67533 1.67004 0.269
H -0.78822 -3.38336 0.40032 0.328
O -0.76422 -3.47666 1.36180 -0.572
H 2.60591 0.14296 -1.32285 0.289
H 3.52878 -1.05283 -1.08358 0.391
O 3.49861 -0.07223 -1.02395 -0.732
H -0.74283 3.63097 0.76507 0.291
H -0.63797 5.12235 1.23130 0.265
O -1.24605 4.43198 0.95815 -0.653
```

Results
lowest unoccupied orbital energy = -0.149 eV
spin multiplicity = 1
HOMO energy = -9.04 eV



Entry 2:
C24H39O9PS | ωB97M-V/def2-TZVPD

XYZ file:
```
74
Properties=species:S:1:pos:R:3:mulliken_charge:R:1
O -3.05134 0.21715 5.01587 -0.403
C -3.73506 0.20123 4.03609 0.041
O -4.99015 0.74667 3.80835 -0.289
C -5.53065 -0.04323 2.74223 0.042
O -6.69377 -0.08776 2.54697 -0.425
C -4.33501 -0.71406 1.99476 0.476
P -4.57602 -1.54336 0.34076 0.580
O -3.40754 -2.70774 0.03288 -0.506
O -4.64606 -0.47881 -0.92818 -0.445
S -6.27144 -2.50344 0.43441 -0.335
C -3.21104 -0.55383 2.77247 0.206
C -1.77286 -1.01647 2.43314 -0.346
C -1.05924 0.25203 1.76655 0.054
O -0.60696 1.16404 2.40595 -0.551
C -0.95821 0.18314 0.19691 0.534
C -0.16749 -0.95823 -0.32097 -0.313
C 0.03399 -1.14745 -1.75414 -0.542
C -0.58258 -0.16611 -2.66327 -0.642
C -1.40389 0.94709 -2.15984 -0.092
C -1.59824 1.13620 -0.70231 -0.347
H -3.43400 -3.31038 0.80533 0.365
H -5.30925 0.20959 -0.71439 0.372
H -1.77827 -1.87924 1.72241 0.507
H -1.16062 -1.29074 3.33233 0.275
H 0.30794 -1.68603 0.37747 0.381
H 0.64673 -2.01938 -2.07631 0.389
H -0.39940 -0.30635 -3.75222 0.398
H -1.89665 1.67201 -2.85524 0.160
H -2.19678 1.99525 -0.31484 0.411
C 1.38739 5.10082 -4.58453 -1.055
C 1.02490 3.73560 -5.14451 -0.356
O -0.17413 3.20019 -4.60615 -0.345
C -1.35316 3.96215 -4.81570 -0.230
C -1.68693 4.17647 -6.28192 -1.133
H 1.48237 5.05384 -3.49676 0.290
H 2.33436 5.44462 -5.00585 0.389
H 0.62894 5.85078 -4.81445 0.269
H 1.81797 3.02940 -4.89158 0.326
H 0.97118 3.76159 -6.23781 0.320
H -1.28471 4.91743 -4.28427 0.291
H -2.16758 3.40546 -4.34559 0.280
H -0.90754 4.73599 -6.80143 0.267
H -2.62133 4.73262 -6.38049 0.394
H -1.79622 3.21659 -6.79220 0.301
C 4.13777 -3.76638 -5.62771 -1.040
C 3.85501 -2.56372 -4.74293 -0.341
O 3.34504 -2.90610 -3.46347 -0.362
C 4.17713 -3.72001 -2.65060 -0.313
C 5.52493 -3.09257 -2.33927 -1.067
H 3.23216 -4.36375 -5.76039 0.293
H 4.49157 -3.44133 -6.60836 0.383
H 4.89965 -4.41869 -5.19836 0.267
H 3.09376 -1.94517 -5.22229 0.313
H 4.74490 -1.93438 -4.64024 0.302
H 4.29937 -4.70857 -3.10607 0.300
H 3.63510 -3.87652 -1.71512 0.325
H 6.11417 -2.91955 -3.24121 0.259
H 6.10302 -3.74407 -1.68096 0.390
H 5.39096 -2.12716 -1.84566 0.299
C -0.75763 -0.52991 6.67218 -0.839
C 0.37923 -1.26399 7.36385 -0.632
O 1.61940 -0.57587 7.30744 -0.429
C 1.65143 0.71147 7.90365 -0.274
C 1.31498 0.70483 9.38508 -1.043
H -0.50958 -0.34178 5.62495 0.295
H -1.67362 -1.12123 6.71548 0.454
H -0.96284 0.43511 7.13688 0.282
H 0.53644 -2.22215 6.86392 0.340
H 0.12155 -1.49634 8.40261 0.321
H 0.99754 1.39792 7.35517 0.277
H 2.66939 1.08538 7.77325 0.337
H 0.30217 0.34495 9.57334 0.270
H 1.39428 1.71331 9.79607 0.386
H 2.00104 0.05096 9.92883 0.284
```

Results
lowest unoccupied orbital energy = -1.324 eV
structure (SMILES) = O=C1OC(=O)C(P(O)(O)=S)=C1CC(=O)c1ccccc1.CCOCC.CCOCC.CCOCC
spin multiplicity = 1
HOMO energy = -8.91 eV



Entry 3:
C4H8N2O | ωB97M-V/def2-TZVPD

XYZ file:
```
15
Properties=species:S:1:pos:R:3:mulliken_charge:R:1
C 2.75950 -0.62106 0.06988 -0.484
C -0.19695 0.90205 -0.18561 0.098
C -1.89082 -0.91049 -0.53300 -0.425
C -2.18088 -0.25583 0.81152 -0.182
H 3.81593 -0.21271 0.04970 0.252
H 2.75816 -1.19285 1.06987 0.226
H 2.66423 -1.25043 -0.85125 0.241
H 0.11856 2.01303 -0.39758 0.350
H -1.02288 -1.47119 -0.88156 0.239
H -2.66817 -1.06303 -1.31277 0.204
H -1.47939 -0.52902 1.72755 0.217
H -3.17362 0.11106 1.04461 0.250
N 0.65388 -0.00793 0.06103 -0.381
N -1.67139 0.67517 -0.28312 -0.423
O 1.89558 0.52956 0.01617 -0.183
```

Results
lowest unoccupied orbital energy = 1.117 eV
structure (SMILES) = CO/N=C/N1CC1
spin multiplicity = 1
HOMO energy = -9.18 eV



Entry 4:
C3H7N | ωB97M-V/def2-TZVPD

XYZ file:
```
11
Properties=species:S:1:pos:R:3:mulliken_charge:R:1
C 1.48538 -2.01695 -0.38468 -0.255
C 1.59969 -0.85068 -0.29390 -0.392
C -0.95402 1.32082 0.87906 -0.572
H 1.06531 -3.09789 -0.47599 0.293
H 1.61502 0.26789 -0.53848 0.354
H -0.70833 0.20728 -0.82582 0.242
H -2.38630 0.54723 -0.57183 0.227
H -1.25381 2.33704 1.11954 0.260
H -1.36580 0.83392 1.81143 0.209
H 0.19268 1.29529 0.95471 0.165
N -1.42073 0.98431 -0.38235 -0.530
```

Results
lowest unoccupied orbital energy = 1.157 eV
structure (SMILES) = C#C.CN
spin multiplicity = 1
HOMO energy = -8.93 eV